No. 1
Below is a 2-piece molecular cluster, C5H15NO overall, with properties calculated with ωB97M-V/def2-TZVPD.

Each line ends with the Mulliken charge.
Atoms and positions in Å:
C (-1.647, 0.712, -1.254)  -0.98
C (-1.364, 1.306, 0.130)  -0.59
N (-0.499, 0.603, 1.061)  -0.04
C (-1.019, -0.718, 1.353)  -0.87
C (0.913, 0.679, 0.518)  -0.30
C (1.913, -0.360, 1.080)  -1.13
H (-1.675, -0.389, -1.235)  0.24
H (-2.628, 1.081, -1.542)  0.35
H (-0.910, 0.882, -2.050)  0.32
H (-2.376, 1.320, 0.555)  0.38
H (-1.078, 2.358, 0.047)  0.31
H (-1.334, -1.402, 0.534)  0.26
H (-1.737, -0.708, 2.174)  0.29
H (-0.310, -1.506, 1.652)  0.26
H (1.122, 1.719, 0.758)  0.34
H (0.915, 0.595, -0.583)  0.21
H (2.713, 0.175, 1.593)  0.32
H (2.523, -0.608, 0.190)  0.37
H (1.522, -1.207, 1.613)  0.32
O (1.427, -1.669, -2.311)  -0.66
H (1.310, -2.618, -2.199)  0.29
H (1.363, -1.201, -1.475)  0.29

Values from the calculation:
HOMO-LUMO gap = 9.39 eV
Net charge = 0
M = 105.2 Da
E_HOMO = -8.567 eV
Energy = -329.4307 hartree
SMILES = CCN(C)CC.O
ΔE to the lowest compared entry with this formula, charge and spin = 2.0924 eV

No. 2
Below is a 2-piece molecular cluster, C5H15NO overall, with properties calculated with ωB97M-V/def2-TZVPD.

Each line ends with the Mulliken charge.
Atoms and positions in Å:
C (1.795, -1.436, -0.325)  -1.52
C (1.330, -0.541, 0.823)  0.49
C (0.756, -1.412, 1.922)  -1.44
C (0.346, 0.549, 0.261)  -0.12
C (-0.330, 1.323, 1.421)  -1.42
N (-0.732, 0.082, -0.664)  -0.58
H (2.290, -0.962, -1.130)  0.41
H (0.958, -1.847, -0.909)  0.34
H (2.324, -2.283, 0.102)  0.38
H (2.143, 0.110, 1.150)  0.32
H (0.514, -0.870, 2.835)  0.37
H (-0.205, -1.849, 1.636)  0.30
H (1.491, -2.157, 2.226)  0.45
H (0.978, 1.230, -0.312)  0.41
H (0.417, 1.925, 1.917)  0.36
H (-1.145, 1.907, 0.998)  0.36
H (-0.736, 0.594, 2.117)  0.31
H (-0.289, 0.061, -1.575)  0.36
H (-0.906, -0.884, -0.400)  0.23
O (-2.610, 1.334, -2.960)  -0.66
H (-2.046, 0.556, -2.831)  0.33
H (-2.483, 1.815, -2.137)  0.33

Values from the calculation:
HOMO-LUMO gap = 10.58 eV
Net charge = 0
M = 105.2 Da
E_HOMO = -9.800 eV
Energy = -329.4810 hartree
SMILES = CC(C)[C@H](C)N.O
ΔE to the lowest compared entry with this formula, charge and spin = 0.7248 eV

Number 1: LUMO 0.83 eV. Number 2: LUMO 0.78 eV.